Record 1
# C32H21B3Br2Cl72O4

A molecular structure, C32H21B3Br2Cl72O4 at a distorted geometry (ωB97M-V with the def2-TZVPD basis set, the OMol25 dataset).

Output
ΔE to the lowest compared entry with this formula, charge and spin: 0.0 kJ/mol
highest occupied orbital energy: -8.22 eV
largest force on an atom: 3.003 eV/A
orbital gap: 8.2 eV

```
! wB97M-V def2-TZVPD RIJCOSX def2/J DEFGRID3
* xyz 0 1
C -4.9172 0.2816 1.7364
C -3.8609 0.8540 0.7732
C -3.7266 0.3330 -0.5154
C -2.7330 0.8652 -1.3533
C -1.8823 1.8955 -0.9616
C -0.8023 2.4305 -1.9276
C -0.7039 1.5959 -3.2312
C 0.5958 2.3368 -1.2185
C -2.0353 2.4474 0.3379
O -1.2105 3.4846 0.6839
C -1.0972 3.6771 2.1005
B -0.2558 2.5507 2.8539
O -0.4175 2.4965 4.2359
B 0.5112 1.5997 4.7534
O 0.5218 0.3331 4.1672
B 0.9307 0.5337 2.8497
C 1.8215 -0.6217 2.1744
Br 3.1836 0.1325 0.9676
C 0.9549 -1.7610 1.5321
C 1.2758 -2.0881 0.0674
Br -0.9568 -1.3397 1.7000
O 0.6045 1.6994 2.1634
C -3.0270 1.9079 1.1645
H -4.8192 -0.8116 1.6784
H -4.6330 0.5606 2.7595
H -5.9259 0.5881 1.4675
H -4.3904 -0.4662 -0.8319
H -2.6769 0.4293 -2.3498
H -1.0542 3.4740 -2.1677
H 0.2127 1.8521 -3.8283
H -0.5641 0.5420 -2.9202
H -1.6135 1.6162 -3.8471
H 0.8425 3.2902 -0.7383
H 1.3745 1.9714 -1.8814
H 0.4673 1.6172 -0.3978
H -2.0576 3.8619 2.5989
H -0.5196 4.6119 2.2295
H 1.2656 1.9645 5.5874
H 2.3996 -1.0756 2.9932
H 1.1203 -2.6753 2.1168
H 0.4696 -2.7450 -0.2994
H 2.2040 -2.6595 -0.0528
H 1.2494 -1.2083 -0.5886
H -3.1829 2.2847 2.1768
C -8.3399 -1.4539 0.2574
Cl -8.8783 -2.8436 -0.6930
Cl -6.7676 -0.9018 -0.3318
Cl -9.5159 -0.1391 0.1066
Cl -8.1970 -1.9230 1.9573
C -12.8014 -3.8130 -1.0164
Cl -11.8952 -5.2975 -0.6988
Cl -12.0292 -2.4684 -0.1459
Cl -12.7838 -3.4702 -2.7510
Cl -14.4690 -4.0340 -0.4775
C -2.0687 -1.7047 5.6035
Cl -1.7256 -0.7914 7.0812
Cl -0.5576 -2.3254 4.9391
Cl -3.1443 -3.0582 5.9814
Cl -2.8587 -0.6416 4.4262
C 2.2976 -5.2023 5.8259
Cl 2.7259 -4.1969 4.4243
Cl 3.1451 -4.6214 7.2627
Cl 0.5545 -5.1317 6.0901
Cl 2.7782 -6.8762 5.5122
C 5.7683 -4.1187 1.5720
Cl 5.1520 -5.4600 0.5985
Cl 7.3853 -3.6730 1.0258
Cl 4.6894 -2.7158 1.3954
Cl 5.8446 -4.6062 3.2656
C 3.0471 1.4125 -4.5244
Cl 2.4123 0.0257 -5.4172
Cl 4.4147 2.1044 -5.4042
Cl 1.7798 2.6390 -4.3542
Cl 3.5704 0.8851 -2.9208
C 0.2441 6.4395 -3.6453
Cl -0.8514 7.7733 -4.0173
Cl -0.2324 5.0097 -4.5762
Cl 1.9005 6.8972 -4.0686
Cl 0.1605 6.0721 -1.9183
C 7.9251 1.2156 -2.8466
Cl 6.3445 1.9051 -2.4626
Cl 8.0942 -0.3034 -1.9628
Cl 8.0366 0.9076 -4.5849
Cl 9.2056 2.3379 -2.3631
C 10.0004 -5.3195 3.7460
Cl 10.1120 -5.3656 1.9783
Cl 9.1038 -6.7350 4.3137
Cl 11.6203 -5.3268 4.4505
Cl 9.1597 -3.8469 4.2494
C -3.8245 10.0555 -2.4856
Cl -5.3834 10.7721 -2.0592
Cl -3.6359 8.5113 -1.6465
Cl -3.7579 9.7902 -4.2346
Cl -2.5204 11.1498 -2.0080
C 3.1708 4.7378 -8.5142
Cl 4.5670 3.6858 -8.2500
Cl 2.7298 5.5218 -6.9931
Cl 3.5690 5.9676 -9.7194
Cl 1.8071 3.7690 -9.0917
C 14.2870 -3.4199 6.7664
Cl 13.4109 -3.7796 8.2594
Cl 13.3413 -2.2933 5.7860
Cl 15.8505 -2.6943 7.1577
Cl 14.5444 -4.9193 5.8600
C 1.5625 8.8557 -12.1968
Cl 2.5874 8.2661 -13.5122
Cl 2.4541 10.0516 -11.2464
Cl 0.1089 9.6040 -12.8719
Cl 1.1055 7.5024 -11.1570
C -15.6552 0.4578 0.1339
Cl -15.2300 1.8377 -0.8883
Cl -14.4259 -0.8029 -0.0335
Cl -15.7388 0.9791 1.8221
Cl -17.2294 -0.1808 -0.3640
C -11.7800 -9.1715 -2.2929
Cl -10.4507 -8.7308 -1.2098
Cl -12.3797 -7.7213 -3.1033
Cl -11.1992 -10.3270 -3.4984
Cl -13.0858 -9.9049 -1.3535
C 8.2943 -3.0736 8.2277
Cl 8.9190 -1.7846 7.1881
Cl 9.3202 -4.5045 8.0616
Cl 8.3062 -2.5291 9.9100
Cl 6.6379 -3.4762 7.7518
C 0.9779 -3.6660 -6.3423
Cl 2.3485 -4.7472 -6.0635
Cl 0.5358 -2.8717 -4.8260
Cl 1.4264 -2.4464 -7.5467
Cl -0.3993 -4.6002 -6.9392
C 4.2996 -0.7610 5.9803
Cl 5.7045 -0.5422 7.0269
Cl 3.9415 0.7546 5.1398
Cl 4.6903 -2.0112 4.7911
Cl 2.8997 -1.2373 6.9441
*
```

Record 2
# C23H31N3O5

A single C23H31N3O5 molecule at a distorted geometry (ωB97M-V with the def2-TZVPD basis set, the OMol25 dataset).

Output
SMILES: COc1ccc(-c2nc(CN3CCC(C(=O)N4CCOCC4)CC3)c(C)o2)c(OC)c1
ΔE to the lowest compared entry with this formula, charge and spin: 321.0 kJ/mol
highest occupied orbital energy: -7.77 eV
largest force on an atom: 1.254 eV/A
orbital gap: 8.4 eV

```
! wB97M-V def2-TZVPD RIJCOSX def2/J DEFGRID3
* xyz 0 1
C 6.6597 0.3742 -0.0589
O 5.5518 0.0989 -0.8832
C 4.3406 0.6060 -0.5364
C 4.0909 1.3842 0.5885
C 2.8073 1.8374 0.8224
C 1.7561 1.5399 -0.0363
C 0.4264 2.0225 0.2597
N -0.6088 2.0436 -0.5264
C -1.6405 2.5510 0.2164
C -3.0231 2.7151 -0.3404
N -3.7022 1.5054 -0.7563
C -3.9247 0.5228 0.2766
C -2.7364 -0.4188 0.5605
C -2.0075 -0.7911 -0.7474
C -1.5568 -2.2402 -0.6983
O -2.1805 -3.1332 -1.2434
N -0.4102 -2.5114 -0.0196
C 0.0097 -3.8894 0.1533
C -0.0500 -4.2521 1.6393
O 0.7366 -3.3713 2.4139
C 0.3177 -2.0375 2.2476
C 0.3919 -1.6123 0.7751
C -2.9435 -0.5578 -1.9326
C -3.2399 0.9368 -2.0224
C -1.1688 2.8321 1.4692
C -1.7881 3.3889 2.6970
O 0.1523 2.5007 1.4979
C 2.0066 0.7401 -1.1746
O 0.9467 0.4413 -1.9535
C 1.1295 -0.3980 -3.0694
C 3.2946 0.2877 -1.4047
H 6.5195 -0.0278 0.9494
H 7.5067 -0.1223 -0.5295
H 6.8579 1.4488 0.0012
H 4.8763 1.6427 1.2792
H 2.6064 2.4432 1.6925
H -2.9761 3.3742 -1.2119
H -3.6457 3.2016 0.4178
H -4.2031 1.0465 1.1947
H -4.7860 -0.0770 -0.0333
H -3.1234 -1.3197 1.0436
H -2.0428 0.0582 1.2560
H -1.1465 -0.1352 -0.8973
H -0.6605 -4.5234 -0.4282
H 1.0374 -3.9985 -0.2108
H 0.3526 -5.2509 1.8128
H -1.0961 -4.2162 1.9796
H 0.9864 -1.4273 2.8572
H -0.7164 -1.9207 2.6085
H 0.0661 -0.5827 0.6666
H 1.4352 -1.6857 0.4411
H -3.8538 -1.1450 -1.8146
H -2.4609 -0.8862 -2.8540
H -2.3236 1.4454 -2.3345
H -4.0151 1.1184 -2.7801
H -1.3583 4.3626 2.9321
H -1.6065 2.7277 3.5438
H -2.8585 3.5010 2.5531
H 1.8155 0.0444 -3.7979
H 1.4966 -1.3858 -2.7735
H 0.1436 -0.5025 -3.5185
H 3.5357 -0.3234 -2.2584
*
```

Record 3
# C4H8NO2

A gas-phase ion, C4H8NO2 (charge -1) at a distorted geometry (ωB97M-V with the def2-TZVPD basis set, the OMol25 dataset).

Output
SMILES: CCC(=O)NC[O-]
ΔE to the lowest compared entry with this formula, charge and spin: 168.1 kJ/mol
highest occupied orbital energy: -3.38 eV
largest force on an atom: 1.908 eV/A
orbital gap: 7.3 eV

```
! wB97M-V def2-TZVPD RIJCOSX def2/J DEFGRID3
* xyz -1 1
C -0.7501 1.3890 1.5827
C -0.7096 0.3807 0.4411
C 0.4654 0.6537 -0.4858
O 0.8859 1.8159 -0.6067
N 0.9389 -0.3815 -1.1947
C 0.5026 -2.0153 -1.0393
O 1.1396 -2.6534 -1.9507
H -1.4850 1.2050 2.3887
H -0.7266 2.4066 1.1721
H 0.1299 1.5446 2.1988
H -1.4941 0.5518 -0.3064
H -0.7861 -0.6460 0.7710
H 1.6655 -0.1146 -1.8433
H -0.5998 -1.9050 -1.1476
H 0.8236 -2.2315 0.0202
*
```

Record 4
# C24H29NO2

2 unconnected molecules or ions with the total composition C24H29NO2 at a distorted geometry (ωB97M-V with the def2-TZVPD basis set, the OMol25 dataset).

Output
highest occupied orbital energy: -6.71 eV
largest force on an atom: 3.427 eV/A
orbital gap: 6.8 eV

```
! wB97M-V def2-TZVPD RIJCOSX def2/J DEFGRID3
* xyz 0 1
C 0.2728 0.0054 5.9398
C 0.9507 -1.1029 5.1378
C 0.1768 -1.5144 3.8828
N -0.2124 -0.3785 3.0428
C -0.1256 -0.5116 1.7021
C -0.3327 0.5003 0.7490
C -0.6876 0.2889 -0.6072
C -1.5216 1.3222 -1.2552
C -2.5912 1.0559 -2.1437
C -3.3570 2.1032 -2.6761
C -3.0367 3.4317 -2.3780
C -1.9328 3.7178 -1.5688
C -1.2012 2.6722 -0.9979
C -0.9143 0.6954 3.7403
C -0.1974 1.1536 5.0271
H -0.5723 -0.4018 6.5072
H 0.9863 0.4001 6.6744
H 1.9562 -0.7702 4.8434
H 1.0756 -1.9863 5.7759
H 0.7989 -2.1708 3.2615
H -0.7207 -2.0783 4.1934
H 0.0534 -1.5462 1.3562
H -0.1974 1.5299 1.0965
H -0.8389 -0.7400 -0.9301
H -2.8608 0.0141 -2.3586
H -4.2102 1.8777 -3.3258
H -3.6368 4.2473 -2.8032
H -1.6337 4.7460 -1.3665
H -0.3809 2.8979 -0.3102
H -1.0585 1.5592 3.0817
H -1.9174 0.3499 4.0520
H -0.8608 1.8042 5.6172
H 0.6833 1.7555 4.7568
C 4.3577 -1.2872 0.6454
C 3.0267 -1.8193 0.1838
O 2.4955 -0.8633 -0.7897
C 1.3549 -1.2587 -1.3834
C 0.6631 -0.1452 -2.1389
C 0.2414 -0.5234 -3.4629
C -0.4651 -1.7405 -3.6496
C -1.1087 -2.0316 -4.8550
C -1.0107 -1.1538 -5.9446
C -0.2629 0.0272 -5.8031
C 0.3355 0.3501 -4.5944
O 0.8853 -2.3994 -1.1873
H 4.7058 -1.8675 1.4958
H 5.1056 -1.3869 -0.1476
H 4.2798 -0.2365 0.9442
H 3.1258 -2.8183 -0.2721
H 2.3009 -1.8745 1.0146
H 1.1016 0.8565 -2.0443
H -0.5145 -2.4414 -2.8068
H -1.7188 -2.9446 -4.9171
H -1.5529 -1.3706 -6.8649
H -0.2012 0.7144 -6.6468
H 0.9000 1.2871 -4.4921
*
```

Q: Which formula does entry 3 have?
A: C4H8NO2

Q: largest force on an atom of number 2 (C23H31N3O5)?
A: 1.254 eV/A

Q: Look up the largest force on an atom of the fourth one.
A: 3.427 eV/A

Q: The highest orbital gap belongs to which entry?
A: C23H31N3O5